# 1
# C42H77Cl50INO8P

26 unconnected molecules or ions with the total composition C42H77Cl50INO8P in a non-equilibrium geometry (ωB97M-V with the def2-TZVPD basis set, the Open Molecules 2025 dataset).

Its calculated total energy is -706183.4891 eV. Its LUMO energy is 0.09 eV. The orbital gap comes out at 0.3110 Ha. The largest force on an atom comes out at 0.035 Eh/bohr. Its spin multiplicity is 1. As for the charge: 0.

Cartesian coordinates (Å):
C 3.5496 3.5875 1.7718
C 3.2480 3.5439 0.4715
C 2.6113 2.3222 -0.1470
O 3.6700 1.4973 -0.6501
C 4.2463 0.5446 0.2256
C 5.7815 0.7130 0.3323
C 6.3776 -0.6615 0.6838
O 6.3425 1.3037 -0.8182
O 1.7727 1.6846 0.7592
C 0.5594 1.2112 0.1922
C 0.2808 -0.1829 0.7491
C 0.7528 1.3542 -1.3287
O 1.4595 0.2090 -1.8406
C -0.5032 1.3811 -2.2068
C -1.7278 0.6408 -1.6654
C -1.6489 -0.8791 -1.8402
C -2.7770 -1.6178 -1.1678
O -2.7442 -2.7992 -0.9265
O -3.8450 -0.8489 -0.8788
C -4.5982 -1.2215 0.2878
C -3.7745 -1.2131 1.5599
C 1.7138 2.5899 -1.4204
N 2.5405 2.6085 -2.6148
C 2.0846 2.8062 -3.7279
O 1.7465 2.9543 -4.8425
P 1.1140 4.4096 -1.3033
O -0.0646 4.5263 -2.4229
I -0.1800 4.6641 0.7882
H 3.5726 4.5161 2.3308
H 3.7510 2.6757 2.3279
H 3.5178 4.3653 -0.1860
H 4.0574 -0.4406 -0.2215
H 3.8450 0.5863 1.2417
H 5.9524 1.3755 1.1865
H 6.9114 -0.6247 1.6380
H 5.6048 -1.4205 0.8015
H 7.1024 -0.9801 -0.0659
H 6.5868 0.6095 -1.4397
H -0.3154 1.8176 0.4457
H 0.7149 -0.2234 1.7501
H 0.6683 -0.9920 0.1369
H -0.7958 -0.3238 0.8739
H 2.0707 -0.1221 -1.1700
H -0.2114 0.8888 -3.1420
H -0.8063 2.3829 -2.4793
H -1.9232 0.8683 -0.6151
H -2.6045 1.0021 -2.2095
H -1.6717 -1.1115 -2.9087
H -0.7160 -1.2760 -1.4499
H -5.1102 -2.1750 0.1421
H -5.3758 -0.4594 0.3718
H -3.0071 -1.9868 1.5662
H -4.4496 -1.4120 2.3972
H -3.3417 -0.2268 1.7415
H -0.9177 4.1650 -2.1436
C 2.1527 -3.5730 1.6921
Cl 2.9244 -2.5365 0.4878
Cl 1.8952 -2.6447 3.1705
H 1.1970 -3.9156 1.3127
H 2.8066 -4.4121 1.8984
C 3.8781 -0.5764 5.8746
Cl 4.6552 -0.3735 4.3010
Cl 2.1485 -0.2104 5.8041
H 3.9979 -1.6018 6.1965
H 4.3456 0.1001 6.5804
C 0.2995 -3.4033 -4.7035
Cl 0.9336 -2.3119 -3.4717
Cl 1.5458 -3.9625 -5.8290
H -0.1195 -4.2725 -4.2096
H -0.4646 -2.8805 -5.2669
C -7.5468 2.7285 3.2213
Cl -7.4109 1.0695 3.8272
Cl -5.9714 3.4310 2.8507
H -8.1429 2.7187 2.3173
H -8.0196 3.3273 3.9853
C 5.4114 -3.3075 -2.3348
Cl 6.0959 -3.5723 -0.7208
Cl 4.6334 -1.7222 -2.4777
H 6.2110 -3.3550 -3.0615
H 4.6713 -4.0725 -2.5290
C 5.8658 -6.0388 -5.3182
Cl 6.5443 -6.4237 -3.7299
Cl 5.0961 -4.4479 -5.3392
H 6.6661 -6.0374 -6.0486
H 5.1160 -6.7808 -5.5660
C -1.7475 -0.1067 6.0802
Cl -1.0904 0.0995 4.4548
Cl -3.4742 0.2498 6.1629
H -1.5926 -1.1352 6.3840
H -1.2245 0.5692 6.7464
C -5.9960 -2.7849 7.6863
Cl -5.0364 -2.0919 9.0034
Cl -6.6564 -1.5512 6.6142
H -5.3565 -3.4381 7.1050
H -6.8206 -3.3391 8.1174
C -10.3895 -3.2302 5.7977
Cl -9.5680 -3.4508 7.3496
Cl -11.0439 -1.5980 5.6201
H -9.6733 -3.3990 5.0034
H -11.2055 -3.9369 5.7361
C 5.5473 5.1563 5.0121
Cl 3.8626 5.5308 4.6224
Cl 6.1939 3.7937 4.0935
H 6.1436 6.0338 4.7935
H 5.5973 4.9103 6.0656
C 0.2670 -7.5151 -7.3233
Cl 1.3668 -7.4947 -5.9388
Cl 0.7203 -8.7329 -8.5209
H -0.7312 -7.7369 -6.9656
H 0.3021 -6.5410 -7.7972
C -4.4037 3.7088 8.0214
Cl -5.3398 4.8722 8.9714
Cl -4.6964 3.8615 6.2885
H -3.3512 3.8839 8.2081
H -4.6866 2.7086 8.3278
C 2.7195 8.3840 -3.0492
Cl 2.9225 6.7411 -2.4104
Cl 4.2344 9.3038 -3.0670
H 2.3547 8.3069 -4.0665
H 1.9983 8.9013 -2.4227
C 3.2166 9.2529 5.9670
Cl 4.9396 8.8930 5.8051
Cl 2.4511 8.2996 7.2423
H 3.1099 10.3026 6.2110
H 2.7316 9.0216 5.0264
C -8.5044 6.9114 2.0703
Cl -6.8470 6.8816 1.4705
Cl -8.7969 5.7005 3.3316
H -8.7013 7.8890 2.4925
H -9.1747 6.7060 1.2448
C -10.7390 -3.6260 1.7887
Cl -8.9802 -3.4282 1.7754
Cl -11.2573 -4.8000 3.0047
H -11.1910 -2.6698 2.0246
H -11.0554 -3.9805 0.8163
C -9.0294 -6.6274 -0.2209
Cl -10.7853 -6.4291 -0.3660
Cl -8.3804 -7.7054 -1.4586
H -8.5658 -5.6548 -0.3281
H -8.8171 -7.0496 0.7538
C -2.1584 4.8048 -5.7811
Cl -2.7409 5.3214 -7.3662
Cl -3.4171 4.9604 -4.5381
H -1.8591 3.7660 -5.8412
H -1.3204 5.4280 -5.4967
C 6.7094 -1.6933 -6.8532
Cl 7.6653 -1.7547 -5.3728
Cl 7.3009 -2.8572 -8.0494
H 5.6831 -1.9441 -6.6119
H 6.7759 -0.6984 -7.2767
C -1.3194 9.0028 -3.3585
Cl -0.3164 9.1665 -1.9041
Cl -0.7242 7.7301 -4.4278
H -2.3250 8.7499 -3.0449
H -1.3106 9.9406 -3.9003
C 1.0610 -3.1710 -9.7410
Cl 1.2641 -4.8608 -9.2532
Cl 2.5954 -2.3033 -9.8725
H 0.5747 -3.1544 -10.7086
H 0.4536 -2.6742 -8.9939
C 5.0567 -5.0430 -10.0583
Cl 5.4808 -6.2122 -8.7946
Cl 4.1830 -5.8105 -11.3902
H 4.4230 -4.2795 -9.6266
H 5.9669 -4.6140 -10.4509
C 3.0540 -2.1961 9.4582
Cl 4.5251 -2.6460 8.5800
Cl 1.6030 -2.9348 8.7720
H 3.1588 -2.5346 10.4792
H 2.9430 -1.1189 9.4193
C 0.0449 -4.3163 12.3419
Cl 0.0273 -5.9941 12.8862
Cl 1.6822 -3.6447 12.3001
H -0.3614 -4.2718 11.3384
H -0.5469 -3.7227 13.0276
C 5.5380 -1.8234 -12.3563
Cl 6.2607 -2.0002 -10.7469
Cl 4.6613 -0.2989 -12.5277
H 6.3305 -1.8510 -13.0942
H 4.8404 -2.6402 -12.5070

Forces on the atoms, in the same order (eV/Å):
C -0.1 0.0 -0.3
C -0.1 -0.1 0.7
C 1.2 0.1 -1.3
O -0.5 -0.3 0.4
C 0.5 0.0 -0.4
C -0.5 -0.4 0.4
C 0.2 0.4 0.5
O 0.3 0.0 0.1
O 0.1 0.2 0.4
C -0.5 -0.5 -0.7
C -0.3 0.3 0.2
C 0.5 -0.8 -0.4
O -0.2 -0.1 0.2
C -0.1 -0.2 0.1
C -0.1 -0.2 -0.1
C -0.3 0.6 -0.1
C -0.1 -0.6 -0.2
O 0.1 0.1 0.2
O 0.4 0.3 0.4
C -0.6 0.0 0.2
C -0.2 0.0 0.1
C -0.1 -0.2 1.3
N -1.0 0.6 -0.5
C 0.0 -0.1 -0.6
O 0.4 -0.1 0.9
P 0.4 -0.1 0.1
O -0.3 0.0 0.0
I -0.1 -0.1 -0.1
H 1.0 0.0 -0.4
H -1.0 0.0 0.3
H -0.7 0.3 0.1
H -0.1 0.3 0.3
H -0.2 -0.2 -0.1
H 0.2 0.3 -0.4
H 0.1 0.0 -0.1
H 0.1 0.0 -0.2
H -0.1 -0.1 0.0
H -0.2 0.0 0.0
H 0.4 0.5 0.4
H 0.1 -0.1 -0.1
H 0.1 0.0 0.1
H 0.0 -0.1 -0.1
H 0.2 0.2 -0.1
H 0.0 0.2 0.0
H 0.1 0.1 0.1
H 0.1 0.2 -0.1
H 0.0 0.0 0.1
H 0.0 -0.1 0.1
H -0.1 -0.1 -0.1
H 0.3 -0.1 -0.1
H 0.1 0.0 -0.2
H 0.1 0.1 -0.1
H 0.0 0.0 0.0
H 0.1 -0.1 -0.1
H 0.0 0.1 -0.1
C 0.0 0.1 0.0
Cl 0.0 -0.4 -0.2
Cl -0.1 -0.1 0.3
H 0.0 0.1 0.0
H 0.1 0.1 0.0
C 0.0 0.0 0.0
Cl 0.1 0.0 0.0
Cl 0.0 0.0 0.0
H 0.0 0.0 -0.1
H 0.0 0.0 0.0
C -0.1 -0.1 0.1
Cl 0.1 0.0 -0.2
Cl 0.0 0.1 0.0
H 0.0 0.0 0.0
H 0.0 0.0 0.0
C 0.1 -0.1 0.0
Cl 0.0 -0.1 0.0
Cl 0.0 0.0 0.0
H 0.0 0.0 0.0
H 0.1 -0.1 0.1
C 0.0 0.0 0.2
Cl 0.0 -0.3 -0.3
Cl 0.0 0.0 -0.1
H 0.1 0.0 0.0
H 0.0 0.0 0.1
C 0.1 -0.1 -0.1
Cl 0.0 0.0 0.0
Cl -0.1 0.0 -0.2
H 0.0 0.0 0.0
H 0.0 0.0 0.0
C 0.1 0.0 0.1
Cl 0.0 0.0 -0.1
Cl 0.0 0.0 0.0
H 0.0 0.0 0.0
H 0.0 0.0 0.0
C 0.0 -0.1 0.0
Cl 0.0 0.0 0.0
Cl 0.0 0.1 -0.1
H 0.0 0.0 0.0
H 0.0 0.0 0.0
C 0.1 0.1 0.0
Cl -0.1 -0.1 0.1
Cl 0.0 0.0 -0.1
H 0.0 0.0 0.0
H 0.0 0.0 0.1
C 0.1 0.1 0.1
Cl 0.0 0.0 0.2
Cl 0.0 0.0 0.0
H 0.0 0.0 0.0
H 0.0 0.0 0.0
C 0.0 0.0 0.0
Cl 0.0 -0.1 0.0
Cl 0.0 0.0 0.0
H 0.0 -0.1 0.0
H 0.0 -0.1 0.1
C 0.1 -0.1 0.0
Cl 0.0 0.0 0.0
Cl 0.0 0.0 0.0
H 0.0 0.1 0.0
H 0.0 0.0 0.0
C 0.1 0.0 0.0
Cl 0.0 0.5 -0.2
Cl 0.0 0.0 0.0
H 0.0 0.0 0.0
H 0.4 -0.1 -0.2
C -0.1 0.0 -0.1
Cl 0.1 0.0 0.0
Cl 0.0 0.0 0.0
H 0.0 0.0 0.0
H 0.0 -0.1 0.0
C -0.1 0.1 0.0
Cl 0.0 0.0 0.0
Cl -0.1 0.2 0.0
H 0.0 0.0 0.0
H 0.0 0.0 0.0
C -0.1 0.1 0.0
Cl 0.0 0.0 0.0
Cl -0.1 -0.1 -0.1
H 0.1 0.0 0.1
H 0.0 -0.1 0.0
C 0.1 0.0 0.0
Cl 0.0 0.0 0.0
Cl 0.0 0.0 0.0
H 0.0 0.0 0.0
H 0.0 0.0 0.0
C 0.0 0.0 0.0
Cl 0.0 0.0 0.0
Cl 0.1 0.0 0.0
H -0.1 0.0 0.0
H -0.1 0.0 0.0
C -0.1 0.0 0.0
Cl 0.0 0.1 0.1
Cl 0.1 -0.1 0.3
H 0.0 0.0 0.0
H 0.1 0.0 0.0
C -0.1 0.0 0.1
Cl -0.4 0.1 0.0
Cl 0.1 0.1 0.0
H 0.0 -0.1 0.0
H 0.1 0.0 0.0
C -0.1 0.0 0.0
Cl 0.2 0.1 -0.2
Cl 0.0 0.0 0.0
H 0.0 0.0 0.0
H 0.0 0.0 0.0
C 0.0 -0.1 0.1
Cl 0.0 0.0 0.0
Cl 0.0 0.0 -0.1
H 0.0 0.0 0.1
H 0.1 -0.1 0.0
C 0.0 0.1 0.0
Cl 0.0 -0.1 0.1
Cl 0.0 0.0 0.0
H 0.0 -0.1 0.0
H 0.0 0.0 -0.1
C -0.1 0.0 -0.1
Cl 0.0 0.0 0.0
Cl 0.0 0.0 0.2
H 0.0 0.0 0.0
H 0.0 0.0 0.0
C 0.0 0.0 0.0
Cl -0.1 0.2 -0.4
Cl 0.0 0.0 0.0
H 0.0 0.0 0.0
H 0.0 0.0 0.0



# 2
# C28H45NO5

A single C28H45NO5 molecule in a non-equilibrium geometry (ωB97M-V with the def2-TZVPD basis set, the Open Molecules 2025 dataset).

Its calculated total energy is -41484.3898 eV. Its LUMO energy is 0.36 eV. The orbital gap comes out at 0.3362 Ha. The largest force on an atom comes out at 0.103 Eh/bohr. Its spin multiplicity is 1. As for the charge: 0.

Cartesian coordinates (Å):
C 0.9923 0.8849 4.1703
C -0.1893 -0.1929 4.4950
C -0.2295 -1.4121 3.4496
C -1.7426 -1.9208 3.1041
C -1.6743 -2.7316 1.7169
C -2.3165 -1.9707 0.4573
C -1.8438 -0.4188 0.3153
C -1.4400 0.0044 -1.1823
C 0.0315 0.6134 -1.3447
C 1.1509 -0.3371 -0.6444
C 1.3313 -1.7406 -1.4654
C 1.8130 -2.9537 -0.4875
C 0.9478 -4.2968 -0.6834
N 0.6834 -4.6619 -2.1151
C 1.0974 -6.0322 -2.4407
C 2.6487 -6.4204 -2.4054
O 0.2402 -6.8898 -2.7826
O 0.3089 0.3252 -2.7753
C 1.4199 1.1625 -3.1719
O 2.1842 0.7757 -4.1005
C 1.5417 2.5227 -2.2751
C 3.0017 2.5377 -1.5308
C 1.5745 3.9229 -3.0585
C 2.7995 4.0326 -4.1221
C 0.2527 2.2006 -1.3310
O -0.8382 2.6457 -2.2273
C 0.0840 3.0319 0.0282
O -0.4201 2.2725 1.1558
C -1.7414 2.6577 1.5200
C -2.9085 2.9270 0.5282
C -4.3621 3.3062 0.9827
C -4.6860 3.4149 2.4913
C -3.5167 3.1540 3.5059
C -2.0638 2.7791 3.0371
H 1.8618 0.3837 3.6064
H 0.6289 1.7438 3.5018
H 1.4230 1.3405 5.1408
H -1.1997 0.3599 4.5753
H 0.0508 -0.5969 5.5433
H 0.3552 -2.2873 3.8922
H 0.3272 -1.0624 2.5061
H -2.0521 -2.6303 3.9592
H -2.4378 -1.0049 3.0541
H -2.2835 -3.7034 1.8779
H -0.5774 -2.9648 1.4909
H -3.4625 -1.9747 0.6297
H -2.1637 -2.5547 -0.5263
H -1.0679 -0.1788 1.1145
H -2.7823 0.2001 0.5918
H -2.2804 0.6523 -1.5966
H -1.4552 -0.9687 -1.8093
H 0.8847 -0.6419 0.4225
H 2.1903 0.1328 -0.6151
H 2.1862 -1.5471 -2.2014
H 0.3651 -2.0970 -1.9515
H 1.7753 -2.6655 0.6226
H 2.8970 -3.2286 -0.7869
H -0.0857 -4.2117 -0.1712
H 1.4953 -5.1590 -0.1724
H -0.3484 -4.6374 -2.2420
H 3.2183 -5.5293 -2.8698
H 2.9409 -6.5756 -1.3145
H 2.7939 -7.3300 -3.0747
H 3.4602 3.5810 -1.4967
H 2.9530 2.1372 -0.4591
H 3.6660 1.8445 -2.1772
H 1.7427 4.7404 -2.2563
H 0.6197 4.1836 -3.6241
H 3.3281 3.0351 -4.2840
H 2.4008 4.4983 -5.0958
H 3.5598 4.7704 -3.6861
H -0.9721 3.6126 -2.1393
H 1.1452 3.3888 0.3293
H -0.5255 4.0072 -0.0937
H -2.7479 2.8403 -0.5967
H -5.1909 3.4648 0.2148
H -5.7513 3.6631 2.8440
H -3.7109 3.1965 4.6357
H -1.3050 2.5811 3.8739

Forces on the atoms, in the same order (eV/Å):
C 0.0 -0.1 0.0
C 0.7 0.4 0.5
C -0.5 0.6 0.3
C 1.4 0.1 -0.1
C -0.8 -0.2 0.0
C -0.6 0.3 0.4
C -1.3 -0.2 0.2
C -0.1 -0.7 0.8
C 0.6 -1.4 -0.8
C -0.2 -0.9 0.3
C 0.5 -0.1 1.1
C 0.2 -0.3 -0.8
C 0.1 0.4 1.0
N -0.1 -2.0 0.4
C -1.8 -1.6 -0.7
C -0.9 1.3 -0.4
O 2.6 2.8 0.8
O 2.6 2.8 -0.2
C 1.1 -1.6 -2.5
O -3.1 1.8 3.8
C 0.9 -1.0 1.0
C -0.1 -1.1 -0.3
C -0.2 0.2 -0.4
C -0.1 0.6 0.6
C -1.4 1.7 -0.9
O -0.2 0.2 0.7
C 2.0 0.6 -0.1
O -2.2 1.4 -0.5
C -3.6 0.8 1.9
C -0.9 0.3 2.5
C 2.8 -0.8 3.1
C 3.7 -0.9 -1.2
C 0.6 -0.5 -3.4
C -3.1 0.6 -1.8
H -1.3 0.6 0.9
H 0.5 -1.3 0.9
H -0.8 -0.7 -1.5
H 1.5 -1.0 -0.3
H -0.6 0.5 -1.5
H -0.7 1.1 -0.7
H -1.0 -0.6 1.2
H 0.2 1.3 -1.4
H 0.9 -1.5 0.1
H 1.3 1.3 -0.5
H -1.5 0.1 0.4
H 1.8 0.0 -0.3
H 0.0 0.8 1.5
H -0.9 -0.3 -1.3
H 1.7 -0.9 -0.3
H 1.6 -0.6 0.4
H 0.2 1.7 0.9
H 0.2 0.8 -1.3
H -1.5 -0.3 0.0
H -1.7 -0.5 0.6
H 1.5 0.8 0.3
H 0.2 -0.4 -1.6
H -1.6 0.5 0.8
H 1.7 0.0 -0.7
H -0.7 1.2 -0.5
H 1.1 -0.2 -0.2
H -0.7 -1.4 1.0
H -0.1 0.1 -1.6
H -0.3 1.1 1.3
H -0.8 -1.4 -0.1
H 0.1 0.5 -1.6
H -0.8 1.2 1.3
H -0.4 -1.3 -1.2
H 1.1 -0.6 0.9
H -1.0 1.4 0.0
H 0.7 -1.0 1.4
H -0.9 -1.1 -0.8
H 0.4 -0.9 0.0
H -1.6 -0.7 -0.3
H 0.8 -1.8 -0.1
H 0.0 0.1 1.8
H 1.5 -0.3 1.1
H 2.0 -0.4 -0.6
H 0.3 0.0 -2.0
H -1.1 0.3 -1.7



# 3
# C3H6O3

2 unconnected molecules or ions with the total composition C3H6O3 in a non-equilibrium geometry (ωB97M-V with the def2-TZVPD basis set, the Open Molecules 2025 dataset).

Its calculated total energy is -9350.3219 eV. Its LUMO energy is 0.64 eV. The orbital gap comes out at 0.3945 Ha. The largest force on an atom comes out at 0.039 Eh/bohr. Its spin multiplicity is 1. As for the charge: 0. The value obtained for the energy above the lowest of the compared OMol25 structures with the same formula, charge and spin is 22.94 kcal per mole.

Cartesian coordinates (Å):
C -0.7501 0.7244 -1.2417
C -1.1327 -0.0970 -0.0536
O -0.7124 -1.2089 0.2167
O -2.0189 0.5165 0.7506
H -1.1822 1.7268 -1.1718
H -1.1186 0.2440 -2.1508
H 0.3374 0.8251 -1.2752
H -2.1910 -0.1284 1.4678
C 2.1871 -0.6592 0.8726
O 2.9478 0.0168 0.1903
H 1.5726 -0.2169 1.6730
H 2.0611 -1.7433 0.7222

Forces on the atoms, in the same order (eV/Å):
C 0.0 0.5 0.0
C 0.3 -0.9 0.4
O -0.2 0.9 -0.4
O -0.1 -0.4 0.3
H 0.0 -0.2 0.0
H 0.2 0.0 0.1
H -0.1 -0.2 -0.1
H 0.0 0.4 -0.3
C 1.1 0.9 -1.1
O -1.3 -1.1 1.1
H 0.1 0.1 0.0
H 0.1 0.1 -0.1



What did the third record say?
# C3H6O3

2 unconnected molecules or ions with the total composition C3H6O3 in a non-equilibrium geometry (ωB97M-V with the def2-TZVPD basis set, the Open Molecules 2025 dataset).

Its calculated total energy is -9350.3219 eV. Its LUMO energy is 0.64 eV. The orbital gap comes out at 0.3945 Ha. The largest force on an atom comes out at 0.039 Eh/bohr. Its spin multiplicity is 1. As for the charge: 0. The value obtained for the energy above the lowest of the compared OMol25 structures with the same formula, charge and spin is 22.94 kcal per mole.

Cartesian coordinates (Å):
C -0.7501 0.7244 -1.2417
C -1.1327 -0.0970 -0.0536
O -0.7124 -1.2089 0.2167
O -2.0189 0.5165 0.7506
H -1.1822 1.7268 -1.1718
H -1.1186 0.2440 -2.1508
H 0.3374 0.8251 -1.2752
H -2.1910 -0.1284 1.4678
C 2.1871 -0.6592 0.8726
O 2.9478 0.0168 0.1903
H 1.5726 -0.2169 1.6730
H 2.0611 -1.7433 0.7222

Forces on the atoms, in the same order (eV/Å):
C 0.0 0.5 0.0
C 0.3 -0.9 0.4
O -0.2 0.9 -0.4
O -0.1 -0.4 0.3
H 0.0 -0.2 0.0
H 0.2 0.0 0.1
H -0.1 -0.2 -0.1
H 0.0 0.4 -0.3
C 1.1 0.9 -1.1
O -1.3 -1.1 1.1
H 0.1 0.1 0.0
H 0.1 0.1 -0.1



> Which value of charge does entry 3 give?

0



> Which of these has the highest orbital gap?

C3H6O3



> Among the records above, which one has the lowest calculated total energy?

C42H77Cl50INO8P